The following is a quantum chemistry calculation of an isolated ion of composition C4H7FNO and charge -1, from the Open Molecules 2025 dataset.

Values from the calculation:
Max |F| in Eh/bohr: 0.10620
ΔE to the lowest compared entry with this formula, charge and spin in kcal per mole: 23.5
Total charge: -1
LUMO energy in Ha: 0.1628

Positions of all 14 atoms, in Å:
C: -0.40 -0.20 0.57
C: -1.72 0.92 -0.92
C: 0.78 -0.05 -0.32
C: 2.03 -0.71 0.19
N: -1.67 0.00 -0.09
O: -2.63 -0.70 0.31
F: 1.12 1.45 -0.33
H: -0.51 -1.26 1.01
H: -0.34 0.62 1.48
H: -0.99 1.57 -1.36
H: -2.69 1.06 -1.42
H: 2.41 -1.36 -0.60
H: 1.79 -1.35 0.99
H: 2.82 0.04 0.49